Record 1
Entry from the OMol25 dataset: 2 unconnected molecules or ions with the total composition C3H9O2 (ωB97M-V/def2-TZVPD).

Computed properties:
Charge: -1
LUMO level, eV: 4.20
E_HOMO, eV: -2.476
2S+1: 1
Molar mass, g mol⁻¹: 77.10
Energy relative to the best compared isomer or geometry (same formula, charge and spin), kJ/mol: 114.3

CARTESIAN COORDINATES (ANGSTROEM)
C1 -0.332 -0.809 -0.323
O1 -0.078 -1.850 -1.156
C2 0.499 0.503 -0.619
C3 2.025 0.374 -0.487
H1 0.079 -0.880 0.741
H2 -1.410 -0.458 -0.183
H3 0.116 1.302 0.028
H4 0.217 0.769 -1.715
H5 2.615 1.049 -1.068
H6 2.189 -0.737 -0.648
H7 2.183 0.555 0.654
H8 -1.289 0.627 1.933
H9 -2.327 1.529 1.231
O2 -1.862 1.330 2.106



Record 2
Entry from the OMol25 dataset: a gas-phase ion, C2H3IN (charge +1) (ωB97M-V/def2-TZVPD).

Computed properties:
Charge: +1
Structure (SMILES): C=[N+]=CI
LUMO level, eV: -6.09
E_HOMO, eV: -15.033
2S+1: 1
Molar mass, g mol⁻¹: 167.96
Energy relative to the best compared isomer or geometry (same formula, charge and spin), kJ/mol: 33.8

CARTESIAN COORDINATES (ANGSTROEM)
C1 1.127 0.705 -0.064
C2 -0.828 -0.885 0.078
N1 0.247 -0.236 -0.070
I1 -2.622 0.073 -0.025
H1 1.637 1.113 -0.945
H2 1.226 1.274 0.833
H3 -0.788 -2.045 0.193



Record 3
Entry from the OMol25 dataset: a single C14H22N2OS molecule (ωB97M-V/def2-TZVPD).

Computed properties:
Charge: 0
Structure (SMILES): CCOCCCNC(=S)NCCc1ccccc1
LUMO level, eV: 0.69
E_HOMO, eV: -7.644
2S+1: 1
Molar mass, g mol⁻¹: 266.41
Energy relative to the best compared isomer or geometry (same formula, charge and spin), kJ/mol: 75.7

CARTESIAN COORDINATES (ANGSTROEM)
C1 -0.837 -3.191 3.006
C2 -0.093 -1.982 2.448
O1 -0.049 -1.935 1.038
C3 0.797 -2.890 0.428
C4 0.882 -2.570 -1.062
H1 1.479 -3.336 -1.556
H2 -0.124 -2.605 -1.481
C5 1.477 -1.167 -1.305
N1 0.785 -0.434 -2.336
C6 -0.414 0.182 -2.205
N2 -1.143 -0.063 -1.101
H3 -0.740 -0.632 -0.366
C7 -2.256 0.761 -0.708
H4 -3.100 0.121 -0.434
H5 -2.532 1.365 -1.576
C8 -1.877 1.669 0.475
C9 -0.610 2.408 0.152
C10 -0.627 3.489 -0.720
C11 0.551 4.110 -1.092
C12 1.763 3.657 -0.598
C13 1.790 2.586 0.276
C14 0.610 1.965 0.647
H6 0.634 1.127 1.333
H7 2.732 2.228 0.667
H8 2.683 4.137 -0.895
H9 0.524 4.943 -1.778
H10 -1.568 3.836 -1.120
H11 -2.697 2.366 0.658
H12 -1.736 1.056 1.368
S1 -0.938 1.139 -3.453
H13 1.233 -0.290 -3.226
H14 1.428 -0.590 -0.375
H15 2.525 -1.243 -1.596
H16 1.797 -2.845 0.887
H17 0.399 -3.904 0.566
H18 -0.613 -1.064 2.738
H19 0.930 -1.950 2.853
H20 -0.958 -3.075 4.079
H21 -1.819 -3.267 2.546
H22 -0.289 -4.111 2.818



Calculated F_max, 3.926, 2.584, 0.920 eV Å⁻¹ (same order as the records).